Below is a single C2H3N3O molecule, with properties calculated with ωB97M-V with the def2-TZVPD basis set.

Geometry (Å):
H1 -1.4496 0.9407 -0.4253
H2 -1.4774 -0.1410 0.9706
N1 1.7822 1.9129 -0.7235
C1 -1.0655 -0.0055 -0.0331
N2 1.3153 -0.9572 0.4968
N3 1.1201 1.0774 -0.3546
H3 -1.4473 -0.8154 -0.6658
C2 0.4327 0.0281 0.0489
O1 0.7895 -2.0401 0.6862

Results
Gap between HOMO and LUMO (alpha / beta)   8.92 / 8.92 eV
Charge   0
2S+1   1
LUMO energy (alpha / beta)   -0.15 / -0.15 eV
HOMO energy (alpha / beta)   -0.333 / -0.333 Ha
Total energy   -317.388236 Ha
Maximum force   0.0313 Eh/bohr

***

Below is 4 unconnected molecules or ions with the total composition C4H14N2O5, with properties calculated with ωB97M-V with the def2-TZVPD basis set.

Geometry (Å):
O1 0.2082 3.0729 0.4558
H1 2.2159 0.6600 2.6885
H2 2.5061 1.6619 -2.0892
H3 -2.3389 -0.2795 -1.5094
H4 -0.0230 2.3248 1.0120
H5 0.9010 0.8091 -3.3484
O2 1.8246 0.6172 -3.4596
H6 1.9995 1.6013 -0.6942
C1 -2.3002 -1.3555 -1.2899
N1 -0.2465 -1.2783 1.8771
H7 -0.6903 -2.0072 2.4171
H8 -1.5817 -1.7870 -1.9748
H9 -3.3627 -1.4633 -1.5620
C2 0.5977 -0.5047 2.7226
O3 2.8098 1.8725 -1.1781
H10 -1.6528 -2.7496 0.0840
H11 -2.7261 -1.7174 0.9759
N2 1.5385 0.2121 2.0934
C3 -1.9786 -1.7156 0.1627
O4 0.4136 -0.6592 3.9104
H12 1.9859 -0.3072 -3.6388
H13 -0.6114 3.5608 0.5992
C4 -0.8263 -0.8796 0.6520
H14 1.6146 0.3358 1.1001
O5 -0.2770 -0.0243 -0.0064

Results
Gap between HOMO and LUMO   10.67 eV
Charge   0
2S+1   1
LUMO energy   0.33 eV
HOMO energy   -0.380 Ha
Total energy   -646.553408 Ha
Maximum force   0.0495 Eh/bohr